# 1
{
  "formula": "C10H19N5O5",
  "method": "ωB97M-V/def2-TZVPD",
  "elements": ["O", "C", "N", "H", "H", "C", "H", "N", "O", "C", "N", "C", "C", "C", "N", "H", "C", "H", "N", "H", "C", "C", "O", "H", "H", "C", "H", "H", "H", "H", "H", "H", "H", "H", "H", "O", "O", "H", "H"],
  "coordinates": [[-0.403975, 1.550443, 0.100919], [-3.049117, -0.862192, 0.263365], [-3.104127, 0.561449, 0.288880], [-1.785570, 0.261603, -1.851227], [-2.275053, -1.113440, 1.102560], [4.641349, 1.477493, -0.595149], [0.933002, -0.747405, -1.515604], [1.711102, 0.808404, 0.112608], [5.666802, 1.088831, 0.339040], [-4.307690, 1.208798, 0.667699], [0.077850, -1.818173, 0.150357], [0.037683, -0.666747, -0.812253], [-1.229232, -0.696208, -1.659837], [2.778768, -0.125902, 0.000486], [-5.481364, 0.768832, 0.711505], [2.619202, -1.030163, 3.016721], [3.965169, 0.196488, -0.948666], [-0.993359, -1.112953, -2.668768], [-4.141680, 2.524453, 0.946225], [0.409275, -2.755757, -0.313600], [-2.546691, -1.470404, -1.106728], [3.165507, -0.762991, 1.277103], [4.390915, 2.628141, -0.781644], [-4.046202, -1.323891, 0.413607], [6.099979, 1.909065, 0.531333], [0.381643, 0.655747, -0.208420], [-3.357855, -1.523608, -1.901708], [4.593955, -0.766006, -0.780410], [-4.933582, 3.177960, 1.053377], [-5.723426, -0.244048, 0.793047], [-0.767459, -1.978430, 0.728624], [-2.080561, 0.987740, 0.413999], [2.213499, -0.998827, -0.399676], [1.922288, 1.615381, 0.684701], [-3.215769, 2.965994, 0.953736], [4.096372, -1.550552, 1.560479], [2.364397, -0.368562, 2.305634], [-2.237929, -2.553244, -0.908168], [3.611890, 0.082689, -1.964142]],
  "forces_ev_per_a": [[0.36, -0.66, -0.50], [1.19, -1.14, -0.08], [1.19, 1.27, 0.43], [1.55, -0.14, 0.13], [-1.67, -0.35, -1.20], [1.90, -1.02, 2.64], [-1.37, -0.60, 0.52], [0.13, 1.33, 0.20], [-1.70, 0.20, -1.94], [1.82, -0.18, -0.46], [1.56, -1.49, -0.79], [-0.14, -1.66, -1.08], [-3.26, 0.08, -1.34], [-1.13, -1.48, -1.57], [-2.26, -1.94, 0.68], [-0.39, 1.23, -0.79], [-0.37, -2.84, 0.24], [-0.19, 0.21, 0.77], [0.94, 2.60, 0.25], [-1.17, 2.63, 1.11], [1.67, -1.02, 0.38], [2.56, -1.29, 3.97], [-0.20, -0.47, -0.64], [0.71, 0.35, 0.52], [0.63, 0.93, 0.55], [0.38, 0.77, 2.22], [1.06, 0.49, 0.97], [-0.32, 2.10, -0.23], [0.71, -1.28, -0.12], [0.95, 1.33, -0.64], [0.91, 0.33, -1.00], [-3.18, -0.47, -0.32], [1.08, 0.14, -0.22], [-0.39, 0.20, -0.17], [-0.79, -0.58, -0.24], [-2.45, 1.90, -2.06], [0.47, -1.43, 0.28], [-0.63, 1.22, -0.19], [-0.13, 0.71, -0.29]],
  "homo_energy_ev": -8.2,
  "relative_energy_kj_mol": 281.1,
  "fmax_ev_per_a": 4.9
}


# 2
{
  "formula": "C17H19ClN4O5S7SbW",
  "method": "ωB97M-V/def2-TZVPD",
  "elements": ["O", "H", "C", "C", "H", "C", "S", "Cl", "H", "C", "C", "C", "N", "H", "N", "O", "H", "H", "H", "N", "H", "C", "C", "S", "S", "C", "C", "W", "C", "S", "H", "S", "H", "S", "O", "H", "C", "C", "H", "O", "O", "C", "H", "H", "H", "H", "N", "H", "H", "Sb", "C", "S", "H", "C", "C"],
  "coordinates": [[-1.005037, -3.994045, -3.631212], [-2.911700, -3.880231, -2.938829], [1.121155, 0.061183, 4.656904], [1.555844, 1.623208, 2.871708], [0.937108, 3.638383, 3.235852], [4.176917, 4.313536, -2.195118], [-2.752253, -1.163936, 1.400102], [1.166630, -1.689130, -0.074445], [-3.690337, -3.395212, 1.666140], [-1.515579, -1.593564, 2.633625], [1.618949, 0.331731, 3.388203], [0.548305, 1.069579, 5.419137], [-0.222163, 0.560682, -1.732617], [-1.664113, -3.349635, -1.778266], [-0.862392, -1.218354, -3.296299], [2.051686, -2.359686, 0.837089], [0.149368, 0.851034, 6.402962], [-1.062103, -0.661703, 2.971462], [1.174550, -1.437551, -3.711162], [5.126622, 4.625806, -2.769430], [0.027985, 3.154378, 5.487962], [2.869539, 6.148225, -0.568095], [-2.162541, -1.895978, -3.278886], [-0.882805, 3.338930, -1.981486], [0.895842, 4.518355, 0.169977], [-3.201118, -2.825793, 0.872616], [0.238459, -1.942896, -3.942646], [0.444430, 2.096319, -0.402740], [-1.976234, -3.330808, -2.825004], [-3.814981, 0.892042, -1.600283], [2.032644, -0.462271, 2.778509], [2.261284, 1.978965, 1.282594], [-0.736725, -2.207577, 2.184549], [-1.152986, 1.975585, 1.248197], [-0.027656, -2.488492, -0.268373], [-2.307024, -3.356680, 0.539219], [2.337557, 4.821401, -0.711628], [2.984727, 3.923613, -1.507476], [-3.890188, -2.723500, 0.033601], [1.808487, -1.490766, -1.353005], [0.780742, -0.408215, 0.498457], [0.268528, -3.379645, -3.455315], [-2.564419, -1.874880, -4.296139], [1.165138, -0.952189, 5.039507], [-2.830191, -1.337950, -2.621880], [-1.955863, -2.112879, 3.488317], [3.273142, 7.217772, -0.429487], [0.983893, -3.955899, -4.043252], [0.557855, -3.403537, -2.401449], [-2.788216, 2.672330, -0.591897], [0.480478, 2.359988, 4.905680], [2.465707, 2.274011, -1.787425], [0.061854, -1.918120, -5.022737], [-0.573792, -0.272855, -2.440639], [0.984977, 2.636939, 3.644849]],
  "forces_ev_per_a": [[-0.02, 0.00, 0.00], [0.01, -0.01, 0.00], [0.01, -0.01, -0.02], [0.01, 0.07, 0.00], [0.00, 0.00, 0.00], [-0.02, 0.09, 0.00], [-0.05, 0.04, 0.02], [-0.16, 0.03, 0.13], [-0.01, 0.01, 0.01], [0.01, 0.00, 0.02], [-0.02, -0.07, 0.04], [-0.01, 0.03, 0.00], [0.05, 0.26, 0.17], [0.00, 0.00, 0.02], [-0.01, -0.01, 0.01], [0.03, 0.01, 0.00], [0.00, 0.00, 0.00], [-0.04, -0.02, -0.02], [-0.04, -0.03, -0.01], [0.02, -0.05, 0.00], [0.00, 0.00, 0.00], [0.02, 0.00, 0.03], [0.01, 0.02, 0.01], [0.00, -0.10, 0.21], [0.00, 0.02, -0.05], [0.08, -0.03, 0.00], [0.01, 0.03, -0.10], [0.00, 0.56, -0.50], [-0.01, -0.01, -0.04], [0.08, 0.15, 0.08], [0.01, 0.03, 0.01], [-0.10, -0.02, -0.02], [0.03, -0.02, -0.02], [-0.04, -0.07, -0.02], [0.09, -0.05, -0.03], [-0.03, 0.01, 0.00], [0.02, -0.02, 0.01], [0.05, -0.04, 0.01], [-0.01, 0.01, 0.01], [0.12, -0.03, 0.15], [0.09, -0.33, -0.03], [0.00, -0.01, 0.05], [0.00, 0.01, 0.00], [0.00, 0.00, 0.01], [0.00, 0.00, 0.00], [-0.02, 0.02, 0.00], [-0.01, 0.00, -0.01], [-0.01, -0.01, -0.01], [-0.02, -0.01, -0.07], [-0.11, -0.23, -0.07], [0.00, -0.04, 0.01], [-0.09, -0.11, 0.06], [0.00, 0.00, 0.00], [0.01, -0.08, 0.01], [0.05, -0.02, -0.02]],
  "homo_energy_ev": [-2.0, -2.1],
  "relative_energy_kj_mol": 230.9,
  "total_charge": -2,
  "multiplicity": 2,
  "fmax_ev_per_a": 0.8
}